# 1
{
  "formula": "C63H129F9N5O10S2",
  "method": "ωB97M-V/def2-TZVPD",
  "species": ["C", "C", "O", "O", "H", "H", "H", "C", "C", "C", "C", "N", "C", "C", "C", "C", "C", "C", "C", "H", "H", "H", "H", "H", "H", "H", "H", "H", "H", "H", "H", "H", "H", "H", "H", "H", "H", "H", "H", "H", "H", "H", "H", "C", "C", "C", "C", "N", "C", "C", "C", "C", "C", "C", "C", "H", "H", "H", "H", "H", "H", "H", "H", "H", "H", "H", "H", "H", "H", "H", "H", "H", "H", "H", "H", "H", "H", "H", "H", "C", "C", "C", "C", "N", "C", "C", "C", "C", "C", "C", "C", "H", "H", "H", "H", "H", "H", "H", "H", "H", "H", "H", "H", "H", "H", "H", "H", "H", "H", "H", "H", "H", "H", "H", "H", "C", "C", "C", "C", "N", "C", "C", "C", "C", "C", "C", "C", "H", "H", "H", "H", "H", "H", "H", "H", "H", "H", "H", "H", "H", "H", "H", "H", "H", "H", "H", "H", "H", "H", "H", "H", "C", "C", "C", "C", "N", "C", "C", "C", "C", "C", "C", "C", "H", "H", "H", "H", "H", "H", "H", "H", "H", "H", "H", "H", "H", "H", "H", "H", "H", "H", "H", "H", "H", "H", "H", "H", "C", "O", "O", "C", "F", "F", "F", "C", "C", "H", "H", "H", "H", "H", "H", "C", "F", "F", "F", "S", "O", "O", "O", "C", "F", "F", "F", "S", "O", "O", "O"],
  "positions_angstrom": [[12.927, 6.312, 2.738], [14.231, 6.659, 2.017], [15.295, 6.408, 2.634], [14.135, 7.097, 0.875], [12.128, 6.837, 2.215], [12.837, 6.619, 3.779], [12.697, 5.260, 2.566], [12.510, 0.569, 2.600], [13.295, 1.923, 2.913], [13.617, 2.271, 4.309], [14.580, 3.452, 4.444], [15.042, 3.712, 5.892], [16.228, 2.769, 6.234], [17.537, 3.625, 6.105], [17.099, 4.884, 5.562], [15.683, 5.111, 5.980], [14.000, 3.535, 7.014], [12.876, 4.588, 6.851], [11.758, 4.416, 7.920], [12.383, 0.729, 1.530], [11.524, 0.584, 3.064], [12.927, -0.399, 2.875], [12.803, 2.726, 2.364], [14.269, 1.872, 2.426], [14.003, 1.378, 4.800], [12.666, 2.414, 4.822], [13.916, 4.228, 4.062], [15.496, 3.388, 3.857], [16.077, 2.243, 7.177], [16.355, 2.090, 5.390], [17.988, 3.781, 7.085], [18.284, 3.137, 5.478], [17.770, 5.590, 6.050], [17.324, 5.026, 4.504], [15.747, 5.497, 6.997], [15.109, 5.814, 5.376], [14.518, 3.544, 7.973], [13.564, 2.538, 6.959], [12.313, 4.445, 5.929], [13.162, 5.639, 6.817], [11.278, 3.439, 7.863], [11.022, 5.218, 7.869], [12.152, 4.539, 8.929], [16.668, 11.555, -0.286], [17.391, 10.822, 0.877], [16.452, 10.128, 1.950], [15.616, 11.193, 2.724], [14.350, 10.678, 3.445], [13.170, 10.462, 2.404], [12.735, 11.841, 2.116], [12.933, 12.594, 3.431], [13.713, 11.674, 4.379], [14.688, 9.439, 4.300], [15.338, 9.780, 5.617], [16.324, 8.758, 6.300], [17.347, 11.890, -1.070], [16.165, 12.448, 0.086], [15.841, 11.010, -0.740], [17.977, 11.547, 1.441], [18.117, 10.126, 0.457], [17.033, 9.526, 2.649], [15.752, 9.389, 1.562], [15.355, 11.848, 1.893], [16.127, 11.752, 3.507], [12.366, 9.981, 2.960], [13.630, 9.945, 1.562], [11.659, 11.794, 1.948], [13.207, 12.317, 1.257], [11.965, 12.918, 3.814], [13.536, 13.476, 3.218], [12.999, 11.206, 5.056], [14.431, 12.218, 4.993], [15.149, 8.724, 3.619], [13.711, 8.994, 4.490], [14.567, 9.962, 6.366], [15.995, 10.644, 5.516], [15.796, 8.143, 7.030], [17.279, 9.030, 6.748], [16.708, 8.109, 5.513], [11.195, 3.002, -0.368], [10.333, 4.114, -0.924], [11.092, 5.487, -0.774], [10.720, 6.420, -1.995], [11.287, 7.858, -1.882], [12.823, 7.965, -2.104], [13.142, 8.121, -3.564], [11.808, 8.234, -4.282], [10.800, 8.598, -3.140], [10.868, 8.642, -0.532], [9.406, 8.493, -0.237], [9.008, 9.366, 0.966], [11.488, 3.283, 0.644], [12.138, 2.931, -0.911], [10.722, 2.023, -0.284], [9.366, 4.139, -0.422], [9.914, 3.729, -1.854], [12.153, 5.241, -0.774], [10.903, 5.803, 0.253], [9.637, 6.544, -2.028], [11.180, 5.965, -2.872], [13.084, 8.883, -1.577], [13.317, 7.129, -1.608], [13.835, 8.947, -3.725], [13.664, 7.248, -3.955], [11.930, 9.013, -5.034], [11.540, 7.408, -4.941], [10.863, 9.662, -2.909], [9.755, 8.326, -3.290], [11.087, 9.691, -0.728], [11.550, 8.306, 0.250], [8.955, 7.521, -0.040], [8.848, 8.868, -1.096], [9.367, 9.025, 1.938], [7.926, 9.414, 1.086], [9.392, 10.384, 0.909], [9.548, 5.067, 3.882], [8.313, 5.705, 3.212], [7.164, 5.934, 4.228], [6.505, 4.676, 4.919], [5.283, 4.913, 5.912], [4.839, 3.561, 6.466], [3.961, 2.867, 5.350], [3.466, 4.064, 4.549], [4.086, 5.384, 5.119], [5.554, 5.970, 7.061], [6.868, 5.659, 7.803], [6.829, 6.259, 9.171], [10.232, 4.854, 3.060], [9.284, 4.122, 4.358], [9.964, 5.727, 4.643], [7.905, 4.957, 2.532], [8.473, 6.571, 2.569], [6.434, 6.463, 3.616], [7.555, 6.539, 5.046], [7.297, 4.197, 5.494], [6.151, 3.904, 4.236], [4.162, 3.675, 7.313], [5.720, 2.971, 6.718], [3.111, 2.348, 5.795], [4.520, 2.113, 4.797], [2.376, 4.092, 4.551], [3.765, 3.879, 3.517], [3.402, 5.943, 5.757], [4.379, 6.124, 4.375], [4.686, 5.866, 7.712], [5.486, 6.957, 6.603], [7.729, 6.203, 7.414], [7.087, 4.595, 7.885], [7.748, 5.895, 9.631], [6.155, 5.830, 9.911], [6.899, 7.347, 9.172], [16.513, 8.602, -2.298], [16.877, 7.346, -3.077], [17.543, 6.234, -2.309], [16.594, 5.498, -1.300], [17.035, 4.125, -0.728], [15.796, 3.476, 0.001], [16.083, 1.973, 0.058], [16.959, 1.659, -1.074], [17.258, 3.003, -1.762], [18.338, 4.203, 0.094], [18.189, 5.025, 1.380], [19.358, 4.759, 2.347], [17.406, 9.128, -1.963], [15.951, 8.343, -1.401], [15.865, 9.276, -2.858], [17.518, 7.685, -3.891], [15.994, 6.983, -3.602], [18.323, 6.705, -1.712], [18.042, 5.695, -3.115], [15.713, 5.204, -1.869], [16.101, 6.046, -0.497], [15.743, 3.905, 1.002], [14.814, 3.758, -0.380], [16.609, 1.805, 0.997], [15.227, 1.299, 0.066], [17.922, 1.338, -0.677], [16.497, 1.037, -1.841], [18.283, 3.180, -2.086], [16.625, 3.235, -2.618], [19.145, 4.579, -0.536], [18.560, 3.186, 0.418], [17.387, 4.645, 2.014], [17.988, 6.065, 1.123], [19.545, 3.712, 2.585], [19.191, 5.315, 3.269], [20.274, 5.222, 1.980], [9.888, 10.257, 6.383], [10.046, 10.412, 7.845], [10.428, 11.382, 5.709], [10.378, 8.792, 5.929], [11.526, 8.483, 6.398], [9.662, 7.706, 6.369], [10.473, 8.664, 4.601], [9.408, 9.453, 8.704], [8.996, 10.072, 9.995], [8.337, 9.393, 10.536], [9.878, 10.353, 10.569], [8.423, 10.973, 9.776], [10.066, 8.605, 8.891], [8.563, 8.965, 8.217], [8.807, 10.350, 6.278], [13.732, 3.601, -3.655], [14.107, 4.905, -3.612], [14.089, 3.087, -2.451], [12.366, 3.491, -3.642], [14.644, 2.706, -5.094], [16.055, 3.039, -5.013], [14.457, 1.244, -4.781], [14.039, 3.081, -6.384], [8.302, 1.546, 1.991], [9.309, 2.273, 2.395], [7.324, 2.435, 1.764], [8.567, 0.925, 0.848], [7.562, 0.381, 3.388], [6.650, -0.535, 2.685], [8.685, -0.279, 4.110], [6.861, 1.305, 4.280]],
  "total_energy_ev": -141463.5063,
  "spin_multiplicity": 1,
  "orbital_gap_ev": 6.60,
  "lumo_energy_ha": -0.0749,
  "total_charge": 1
}

=====

# 2
{
  "formula": "C12H31B2NO3",
  "method": "ωB97M-V/def2-TZVPD",
  "species": ["C", "C", "C", "C", "C", "C", "C", "C", "B", "B", "O", "O", "H", "H", "H", "H", "H", "H", "H", "H", "H", "H", "H", "H", "H", "H", "H", "H", "H", "H", "H", "H", "C", "C", "C", "O", "C", "N", "H", "H", "H", "H", "H", "H", "H", "H", "H", "H", "H"],
  "positions_angstrom": [[3.068, 2.204, 0.714], [2.641, 3.277, 1.719], [1.152, 3.295, 1.995], [0.344, 3.932, 0.889], [-1.123, 4.080, 1.295], [-1.874, 2.728, 1.361], [-3.341, 2.957, 1.068], [-4.249, 1.717, 0.938], [-3.765, 0.596, -0.050], [-2.790, -0.707, 0.456], [-3.152, -1.505, 1.485], [-1.647, -1.096, -0.240], [3.653, 2.642, -0.082], [2.225, 1.723, 0.247], [3.684, 1.458, 1.192], [3.143, 3.073, 2.654], [2.977, 4.251, 1.391], [0.995, 3.882, 2.892], [0.825, 2.283, 2.187], [0.410, 3.362, -0.030], [0.744, 4.912, 0.663], [-1.106, 4.522, 2.283], [-1.625, 4.740, 0.601], [-1.759, 2.366, 2.369], [-1.389, 2.062, 0.657], [-3.475, 3.615, 0.225], [-3.720, 3.512, 1.917], [-4.468, 1.316, 1.918], [-5.197, 2.089, 0.562], [-4.119, 0.559, -1.192], [-2.498, -2.217, 1.581], [-1.238, -0.318, -0.648], [3.069, -3.531, -1.949], [1.731, -3.316, -1.249], [0.929, -4.605, -1.023], [0.295, -5.124, -2.175], [1.122, -5.887, -3.032], [0.960, -2.312, -1.986], [2.950, -3.682, -3.021], [3.703, -2.655, -1.818], [3.598, -4.394, -1.538], [1.944, -2.908, -0.259], [0.118, -4.378, -0.327], [1.551, -5.379, -0.553], [1.865, -6.459, -2.469], [1.626, -5.256, -3.768], [0.482, -6.584, -3.571], [0.127, -2.083, -1.453], [0.606, -2.758, -2.828]],
  "total_energy_ev": -21933.1948,
  "spin_multiplicity": 1,
  "orbital_gap_ev": 9.18,
  "lumo_energy_ha": 0.0018,
  "smiles": "CCCCCCCCBB(O)O.COC[C@@H](C)N"
}

=====

# 3
{
  "formula": "C9H19INS",
  "method": "ωB97M-V/def2-TZVPD",
  "species": ["C", "C", "C", "C", "C", "C", "C", "C", "C", "N", "S", "I", "H", "H", "H", "H", "H", "H", "H", "H", "H", "H", "H", "H", "H", "H", "H", "H", "H", "H", "H"],
  "positions_angstrom": [[2.944, 0.775, 0.450], [1.845, 1.212, 1.428], [2.385, 0.991, -0.939], [0.638, 0.303, 1.318], [1.229, 0.074, -1.090], [-2.461, 2.264, -0.393], [-2.643, -2.482, -0.710], [-2.268, 0.780, -0.411], [-1.183, -0.027, -0.351], [0.154, 0.548, -0.102], [-1.039, -1.764, -0.290], [0.514, -4.562, 2.121], [3.982, 1.299, 0.539], [3.069, -0.261, 0.498], [2.167, 0.973, 2.511], [1.616, 2.245, 1.319], [1.954, 1.988, -1.178], [3.125, 0.765, -1.817], [0.842, -0.717, 1.197], [-0.172, 0.422, 1.943], [0.860, 0.020, -2.016], [1.608, -0.942, -0.768], [-2.387, 2.618, -1.427], [-3.521, 2.539, -0.041], [-1.890, 2.741, 0.284], [-3.427, -2.537, 0.086], [-2.332, -3.424, -0.901], [-2.968, -2.106, -1.574], [-3.248, 0.222, -0.327], [0.549, -5.571, 0.807], [0.061, 1.616, -0.166]],
  "total_energy_ev": -30058.5260,
  "spin_multiplicity": 1,
  "orbital_gap_ev": 9.48,
  "lumo_energy_ha": -0.0912,
  "total_charge": 1
}

=====

# 4
{
  "formula": "C6H8",
  "method": "ωB97M-V/def2-TZVPD",
  "species": ["C", "C", "C", "C", "C", "C", "H", "H", "H", "H", "H", "H", "H", "H"],
  "positions_angstrom": [[1.576, 0.103, -1.224], [0.403, -0.720, 1.281], [0.828, 0.960, -0.205], [0.977, -0.621, -0.094], [-0.283, 0.074, 0.183], [-1.760, 0.068, -0.159], [1.198, 0.019, -2.283], [2.683, 0.003, -1.186], [0.034, -1.741, 1.397], [0.790, -0.191, 2.236], [1.383, 1.594, 0.543], [-2.067, -0.763, -0.817], [-1.994, 1.089, -0.572], [-2.255, -0.103, 0.874]],
  "total_energy_ev": -6346.2787,
  "spin_multiplicity": 1,
  "orbital_gap_ev": 9.45,
  "lumo_energy_ha": 0.0400,
  "smiles": "C[C@@]12C[C@@]13C[C@H]32"
}

=====

# 5
{
  "formula": "C17H10Br2MoN5S",
  "method": "ωB97M-V/def2-TZVPD",
  "species": ["Mo", "Br", "C", "C", "C", "N", "C", "C", "C", "C", "C", "Br", "C", "C", "N", "H", "H", "H", "H", "H", "H", "N", "C", "C", "C", "C", "C", "N", "C", "H", "H", "H", "H", "S", "C", "N"],
  "positions_angstrom": [[0.729, 1.231, 0.320], [3.010, -4.965, -0.257], [2.385, -3.257, -0.050], [2.641, -2.544, 1.123], [2.141, -1.274, 1.238], [1.415, -0.689, 0.252], [1.175, -1.380, -0.903], [1.638, -2.654, -1.075], [0.396, -0.623, -1.910], [0.017, -1.116, -3.130], [-0.701, -0.292, -4.007], [-1.210, -0.922, -5.651], [-1.017, 1.012, -3.617], [-0.625, 1.439, -2.375], [0.069, 0.643, -1.525], [3.220, -2.976, 1.927], [2.316, -0.687, 2.130], [1.441, -3.200, -1.986], [0.267, -2.125, -3.425], [-1.558, 1.679, -4.275], [-0.843, 2.443, -2.034], [-0.859, 0.033, 5.721], [-1.254, 0.329, 4.684], [-1.726, 0.653, 3.370], [-3.083, 0.697, 3.028], [-3.459, 1.008, 1.726], [-2.495, 1.259, 0.773], [-1.190, 1.236, 1.109], [-0.826, 0.945, 2.368], [-3.829, 0.482, 3.785], [-4.504, 1.050, 1.449], [-2.739, 1.485, -0.255], [0.249, 0.974, 2.604], [3.860, 4.415, -0.641], [2.879, 3.316, -0.362], [2.072, 2.375, -0.131]],
  "total_energy_ev": -177988.4854,
  "spin_multiplicity": 1,
  "orbital_gap_ev": [6.48, 6.49],
  "lumo_energy_ha": [-0.4446, -0.4442],
  "total_charge": 3
}

=====

# 6
{
  "formula": "C32H59BrCl2O23S",
  "method": "ωB97M-V/def2-TZVPD",
  "species": ["O", "C", "O", "C", "Cl", "Br", "C", "C", "S", "Cl", "H", "H", "H", "C", "C", "O", "C", "O", "O", "C", "H", "H", "H", "H", "H", "H", "H", "H", "C", "C", "O", "C", "O", "O", "C", "H", "H", "H", "H", "H", "H", "H", "H", "C", "C", "O", "C", "O", "O", "C", "H", "H", "H", "H", "H", "H", "H", "H", "C", "C", "O", "C", "O", "O", "C", "H", "H", "H", "H", "H", "H", "H", "H", "C", "C", "O", "C", "O", "O", "C", "H", "H", "H", "H", "H", "H", "H", "H", "C", "C", "O", "C", "O", "O", "C", "H", "H", "H", "H", "H", "H", "H", "H", "C", "C", "O", "C", "O", "O", "C", "H", "H", "H", "H", "H", "H", "H", "H"],
  "positions_angstrom": [[-2.752, 2.225, -0.415], [-2.648, 1.035, -0.733], [-1.841, 0.424, -1.783], [-1.134, -0.657, -1.083], [-0.625, -2.112, -2.103], [0.588, 0.298, -0.609], [-1.906, -1.000, 0.313], [-3.324, -0.296, -0.084], [-3.952, -1.152, -1.653], [-4.517, -0.104, 1.278], [-1.940, -2.127, 0.543], [-1.595, -0.341, 1.205], [-5.337, -1.220, -1.607], [0.463, 2.519, -3.468], [-0.560, 3.599, -3.170], [0.077, 4.809, -2.736], [0.638, 5.552, -3.707], [0.648, 5.291, -4.886], [1.221, 6.623, -3.133], [1.947, 7.442, -4.050], [1.120, 2.366, -2.609], [-0.031, 1.576, -3.712], [1.101, 2.798, -4.310], [-1.203, 3.271, -2.351], [-1.207, 3.791, -4.031], [1.324, 7.740, -4.896], [2.838, 6.914, -4.395], [2.260, 8.342, -3.519], [3.458, -5.254, 3.473], [3.784, -4.333, 2.312], [2.723, -3.397, 2.083], [2.666, -2.365, 2.939], [3.418, -2.163, 3.862], [1.603, -1.610, 2.611], [1.365, -0.531, 3.512], [2.492, -5.739, 3.319], [4.228, -6.020, 3.586], [3.388, -4.699, 4.411], [3.885, -4.925, 1.400], [4.733, -3.812, 2.464], [2.258, 0.085, 3.640], [1.022, -0.917, 4.474], [0.576, 0.092, 3.087], [-11.120, -3.678, -3.781], [-10.488, -4.071, -2.458], [-9.327, -4.886, -2.662], [-8.219, -4.231, -3.043], [-8.121, -3.041, -3.221], [-7.242, -5.136, -3.226], [-6.033, -4.579, -3.735], [-11.326, -4.564, -4.386], [-12.052, -3.134, -3.617], [-10.451, -3.043, -4.366], [-11.196, -4.672, -1.884], [-10.242, -3.195, -1.852], [-5.687, -3.747, -3.117], [-6.177, -4.258, -4.768], [-5.270, -5.359, -3.718], [1.810, -9.161, 8.773], [0.788, -8.079, 9.070], [1.425, -6.871, 9.503], [1.986, -6.132, 8.533], [1.995, -6.393, 7.354], [2.567, -5.064, 9.106], [3.294, -4.245, 8.192], [2.467, -9.314, 9.633], [1.316, -10.103, 8.530], [2.449, -8.882, 7.931], [0.144, -8.406, 9.889], [0.142, -7.887, 8.208], [2.672, -3.946, 7.346], [4.185, -4.773, 7.847], [3.607, -3.346, 8.724], [1.016, 6.207, 0.086], [-0.425, 6.679, 0.045], [-0.857, 7.134, 1.335], [-0.426, 8.353, 1.694], [0.277, 9.083, 1.036], [-0.884, 8.610, 2.932], [-0.409, 9.839, 3.477], [1.153, 5.455, 0.867], [1.308, 5.781, -0.874], [1.697, 7.030, 0.316], [-1.071, 5.842, -0.225], [-0.573, 7.457, -0.708], [-0.608, 10.675, 2.804], [0.658, 9.763, 3.692], [-0.940, 10.017, 4.413], [-2.125, 6.925, -4.864], [-2.595, 6.044, -6.006], [-3.783, 6.570, -6.610], [-3.602, 7.614, -7.435], [-2.545, 8.130, -7.707], [-4.807, 8.006, -7.882], [-4.765, 9.179, -8.692], [-2.931, 7.082, -4.143], [-1.273, 6.472, -4.354], [-1.824, 7.912, -5.222], [-2.851, 5.056, -5.619], [-1.811, 5.904, -6.756], [-4.059, 9.068, -9.517], [-4.509, 10.046, -8.080], [-5.761, 9.332, -9.111], [9.693, -7.591, -0.193], [8.252, -7.115, -0.231], [7.823, -6.664, 1.059], [8.258, -5.446, 1.423], [8.962, -4.718, 0.766], [7.802, -5.193, 2.662], [8.282, -3.967, 3.211], [9.827, -8.346, 0.585], [9.985, -8.015, -1.156], [10.375, -6.770, 0.040], [7.603, -7.949, -0.503], [8.105, -6.333, -0.982], [8.085, -3.127, 2.542], [9.349, -4.047, 3.425], [7.752, -3.792, 4.149]],
  "total_energy_ev": -187155.0550,
  "spin_multiplicity": 1,
  "orbital_gap_ev": 9.59,
  "lumo_energy_ha": -0.0122,
  "smiles": "O=C1O[C@@](Cl)(Br)C[C@@]1(S)Cl.CCOC(=O)OC.CCOC(=O)OC.CCOC(=O)OC.CCOC(=O)OC.CCOC(=O)OC.CCOC(=O)OC.CCOC(=O)OC"
}